Record 1
64
Properties=species:S:1:pos:R:3 method="wB97M-V/def2-TZVPD" e_tot_ev=-37700.93631 e_lumo_ev=0.098 smiles="O=C1CCCO1.O=C1CCCO1.CC(C)=O.CC(C)=O.CC(C)=O.CC(C)=O" largest_force_ev_per_a=6.0
O 9.30 -28.96 18.83
C 9.45 -27.91 19.37
O 8.69 -27.43 20.39
C 9.19 -26.34 21.01
C 10.47 -26.14 20.41
C 10.55 -26.90 19.11
H 9.27 -26.54 22.08
H 8.62 -25.43 20.81
H 11.22 -26.64 21.01
H 10.77 -25.10 20.27
H 11.48 -27.43 18.89
H 10.18 -26.34 18.26
O 16.37 -24.14 12.53
C 15.23 -23.88 12.02
O 15.10 -23.39 10.68
C 13.73 -23.16 10.35
C 12.87 -23.98 11.29
C 13.80 -24.16 12.47
H 13.51 -23.35 9.30
H 13.57 -22.11 10.58
H 12.50 -24.98 11.05
H 11.99 -23.45 11.63
H 13.80 -25.19 12.83
H 13.53 -23.49 13.29
C 15.72 -23.98 19.67
C 15.82 -24.54 21.05
O 16.38 -23.95 22.03
C 15.07 -25.81 21.17
H 16.26 -23.04 19.80
H 14.75 -23.79 19.19
H 16.38 -24.56 19.02
H 15.48 -26.69 20.69
H 14.06 -25.84 20.78
H 15.01 -26.09 22.22
C 17.57 -23.09 15.62
C 17.51 -21.55 15.23
O 16.89 -21.24 14.22
C 18.34 -20.62 16.10
H 16.78 -23.35 16.32
H 18.45 -23.46 16.14
H 17.20 -23.67 14.77
H 19.41 -20.50 15.91
H 18.09 -20.67 17.16
H 17.95 -19.63 15.84
C 12.73 -25.28 16.38
C 13.88 -26.22 16.61
O 13.59 -27.20 17.34
C 15.17 -26.03 15.94
H 12.14 -25.29 17.29
H 12.09 -25.52 15.53
H 13.14 -24.28 16.20
H 15.76 -26.91 16.20
H 15.84 -25.26 16.32
H 15.11 -26.19 14.86
C 8.08 -25.51 15.68
C 9.18 -24.60 15.14
O 9.50 -24.74 13.97
C 9.74 -23.58 16.16
H 8.40 -26.28 16.37
H 7.58 -25.99 14.84
H 7.29 -24.88 16.10
H 8.99 -23.17 16.83
H 10.31 -22.81 15.64
H 10.40 -23.97 16.93

---

Record 2
64
Properties=species:S:1:pos:R:3 method="wB97M-V/def2-TZVPD" charge=-2 e_tot_ev=-68321.27193 e_lumo_ev=4.344 largest_force_ev_per_a=3.5
Au -1.28 1.55 0.86
C 1.00 6.14 1.36
C 0.21 4.88 1.20
S 1.20 3.65 0.24
C -1.01 4.77 1.75
C -1.59 5.93 2.51
S -2.17 3.40 1.92
H 0.48 6.98 0.97
H 1.89 6.14 0.79
H 1.35 6.38 2.45
H -1.28 6.87 2.16
H -1.58 5.89 3.60
H -2.67 5.85 2.51
C -2.06 -2.16 1.56
C -0.59 -2.38 1.57
C -0.39 -3.90 1.78
C -0.22 -1.65 2.88
P 0.00 -1.44 0.02
N -0.81 -0.16 -0.22
C 1.94 -1.17 0.20
C 2.14 0.08 1.04
C 2.49 -0.84 -1.18
C 2.63 -2.35 0.85
C -0.23 -2.60 -1.47
C 0.84 -3.66 -1.47
C -1.60 -3.30 -1.50
C -0.05 -1.90 -2.76
H -2.56 -2.52 2.48
H -2.61 -2.74 0.76
H -2.40 -1.13 1.50
H -0.81 -4.20 2.73
H 0.66 -4.05 1.76
H -0.80 -4.43 0.95
H -1.00 -1.91 3.62
H -0.22 -0.59 2.75
H 0.67 -1.98 3.26
H 2.07 1.01 0.55
H 3.17 0.00 1.46
H 1.55 0.14 1.94
H 2.01 0.03 -1.64
H 2.48 -1.66 -1.87
H 3.49 -0.42 -1.09
H 2.20 -2.53 1.85
H 3.70 -2.15 1.01
H 2.49 -3.18 0.23
H 0.87 -4.22 -0.57
H 1.80 -3.18 -1.65
H 0.74 -4.37 -2.27
H -1.68 -4.07 -0.74
H -1.75 -3.82 -2.45
H -2.46 -2.58 -1.44
H 0.91 -1.41 -2.85
H -0.80 -1.07 -2.84
H -0.20 -2.63 -3.58
C 0.32 1.93 -2.85
S -1.23 2.82 -2.98
C -2.29 1.57 -2.33
O -1.48 3.04 -4.46
H 0.28 1.10 -3.55
H 0.54 1.64 -1.81
H 1.19 2.63 -3.08
H -2.77 0.98 -3.08
H -3.05 2.04 -1.67
H -1.70 0.94 -1.66

---

Record 3
111
Properties=species:S:1:pos:R:3 method="wB97M-V/def2-TZVPD" charge=+1 e_tot_ev=-75111.93399 e_lumo_ev=-2.816 largest_force_ev_per_a=1.7
C 5.14 3.70 2.45
C 4.28 3.31 1.73
C 3.28 2.91 0.74
C 4.05 2.46 -0.51
C 3.26 1.58 -1.50
C 1.82 1.19 -1.12
N 0.93 2.37 -1.17
C 1.42 3.60 -1.81
C -0.46 2.19 -1.46
C -1.12 2.81 -2.68
O -1.22 1.67 -0.67
N 1.38 0.18 -2.08
C 1.81 -1.20 -2.05
C 0.80 -2.18 -2.58
O 2.93 -1.58 -1.80
C 1.49 0.56 -3.50
C 2.77 0.32 -4.30
O 0.53 0.95 -4.10
C 1.89 0.70 0.39
C 3.01 -0.28 0.66
C 2.95 -1.39 1.40
C 0.58 0.19 1.01
C -0.31 -0.86 0.34
C 0.04 -2.33 0.63
C -1.06 -3.26 0.10
C -2.35 -3.25 0.94
C -3.55 -3.54 0.00
C -4.05 -2.29 -0.75
C -5.58 -2.25 -0.73
O -6.09 -1.31 -1.65
C -6.60 -0.15 -1.01
N 2.19 1.97 1.27
S 2.41 1.60 2.99
H 6.07 3.78 2.98
H 2.79 3.85 0.50
H 4.97 1.96 -0.21
H 4.34 3.38 -1.02
H 3.82 0.66 -1.62
H 3.30 2.07 -2.47
H 0.71 4.40 -1.60
H 1.51 3.48 -2.89
H 2.37 3.97 -1.46
H -0.44 3.01 -3.51
H -1.52 3.78 -2.36
H -1.90 2.15 -3.02
H 0.81 -3.10 -2.00
H 1.15 -2.44 -3.58
H -0.19 -1.75 -2.71
H 2.50 -0.41 -5.05
H 3.59 -0.04 -3.69
H 3.00 1.25 -4.82
H 4.00 -0.08 0.27
H 3.65 -2.20 1.25
H 2.24 -1.53 2.21
H -0.07 1.05 1.19
H 0.73 -0.20 2.01
H -1.27 -0.73 0.83
H -0.55 -0.68 -0.70
H 0.99 -2.64 0.20
H 0.05 -2.45 1.71
H -1.35 -2.95 -0.90
H -0.68 -4.28 -0.01
H -2.53 -2.27 1.37
H -2.34 -4.05 1.68
H -4.35 -4.09 0.50
H -3.16 -4.22 -0.76
H -3.74 -2.29 -1.79
H -3.64 -1.40 -0.28
H -5.91 -2.03 0.29
H -5.95 -3.25 -0.98
H -5.79 0.43 -0.56
H -7.36 -0.43 -0.27
H -7.09 0.44 -1.77
H 1.32 2.51 1.29
H 3.55 0.89 2.98
O -1.28 0.21 3.25
C -1.87 1.05 3.88
O -2.73 0.74 4.86
C -3.36 1.94 5.37
C -2.41 3.07 4.99
C -1.81 2.55 3.69
H -4.34 2.04 4.89
H -3.50 1.85 6.44
H -2.91 4.04 4.90
H -1.63 3.17 5.74
H -2.41 2.82 2.82
H -0.78 2.88 3.55
O -4.56 0.23 8.75
C -4.09 -0.82 8.39
O -3.42 -1.64 9.22
C -2.88 -2.76 8.49
C -3.73 -2.86 7.23
C -4.10 -1.39 6.99
H -1.83 -2.55 8.26
H -2.93 -3.65 9.11
H -3.22 -3.33 6.40
H -4.63 -3.43 7.44
H -3.35 -0.87 6.40
H -5.08 -1.29 6.54
O 3.90 1.83 -7.05
C 4.40 0.83 -7.47
O 5.05 -0.06 -6.68
C 5.64 -1.10 -7.47
C 4.84 -1.11 -8.77
C 4.46 0.36 -8.91
H 6.69 -0.87 -7.63
H 5.57 -2.04 -6.93
H 5.40 -1.51 -9.61
H 3.94 -1.71 -8.65
H 5.23 0.94 -9.43
H 3.50 0.50 -9.40

---

Record 4
40
Properties=species:S:1:pos:R:3 method="wB97M-V/def2-TZVPD" charge=+3 e_tot_ev=-25981.07574 e_lumo_ev="-13.489 / -13.495" largest_force_ev_per_a=1.3
Ru -0.01 0.55 -0.20
C 2.28 0.08 -2.38
C 2.78 0.00 -0.98
C 4.12 -0.16 -0.68
C 4.53 -0.19 0.65
C 3.60 -0.08 1.69
C 2.28 0.06 1.38
N 1.88 0.13 0.05
C 1.17 0.09 2.34
C 1.20 -0.10 3.71
C 0.00 -0.16 4.39
C -1.21 -0.09 3.70
C -1.18 0.09 2.33
N -0.01 0.24 1.72
C -2.29 0.06 1.37
C -3.61 -0.08 1.69
C -4.54 -0.19 0.65
C -4.14 -0.17 -0.68
C -2.80 -0.02 -0.98
C -2.30 0.06 -2.39
N -1.90 0.12 0.04
H 2.75 -0.68 -3.01
H 2.52 1.05 -2.82
H 1.20 -0.07 -2.45
H 4.84 -0.24 -1.48
H 5.58 -0.31 0.89
H 3.92 -0.12 2.72
H 2.14 -0.22 4.24
H -0.01 -0.30 5.47
H -2.15 -0.21 4.23
H -3.93 -0.11 2.72
H -5.59 -0.31 0.89
H -4.86 -0.27 -1.48
H -2.82 -0.64 -3.03
H -1.23 -0.16 -2.46
H -2.48 1.06 -2.80
C 0.02 2.54 -0.35
H 0.87 2.98 0.18
H -0.91 2.95 0.07
H 0.08 2.75 -1.42